Record 1
# C15H52N2O11

A cluster of 11 separate species, C15H52N2O11 in total (ωB97M-V/def2-TZVPD, the Open Molecules 2025 dataset).

Cartesian coordinates (Å):
C 4.725000 24.517000 -11.681000
C 5.579000 23.965000 -10.517000
O 6.743000 23.412000 -11.037000
H 3.852000 25.105000 -11.417000
H 4.326000 23.707000 -12.254000
H 5.250000 25.125000 -12.405000
H 5.081000 23.313000 -9.795000
H 5.914000 24.778000 -9.968000
H 7.397000 23.004000 -10.430000
C 8.562000 25.941000 -8.824000
C 8.443000 25.880000 -10.354000
O 9.243000 26.864000 -10.847000
H 7.897000 25.123000 -8.473000
H 8.324000 26.829000 -8.291000
H 9.528000 25.731000 -8.508000
H 7.478000 26.150000 -10.784000
H 8.868000 25.014000 -10.745000
H 9.250000 26.725000 -11.785000
C 5.499000 27.743000 -11.352000
C 4.404000 28.749000 -11.820000
O 3.880000 29.210000 -10.596000
H 6.265000 28.348000 -10.870000
H 5.999000 27.113000 -12.152000
H 5.041000 27.055000 -10.698000
H 3.740000 28.158000 -12.426000
H 4.750000 29.507000 -12.460000
H 3.570000 28.538000 -10.009000
C 2.911000 31.387000 -7.872000
C 2.729000 31.254000 -6.376000
O 3.409000 30.093000 -5.954000
H 3.902000 31.716000 -8.103000
H 2.335000 32.254000 -8.366000
H 2.854000 30.475000 -8.422000
H 1.762000 31.204000 -5.995000
H 3.150000 32.101000 -5.825000
H 3.219000 30.027000 -5.013000
C 4.188000 26.779000 -8.129000
O 3.892000 25.724000 -9.012000
N 5.369000 26.891000 -7.598000
N 3.476000 27.802000 -7.868000
H 5.965000 26.090000 -7.680000
H 5.672000 27.639000 -7.084000
H 2.602000 27.877000 -8.408000
H 3.740000 28.569000 -7.283000
C 8.320000 30.267000 -11.363000
O 8.705000 29.789000 -10.132000
H 8.914000 29.836000 -12.170000
H 8.307000 31.318000 -11.461000
H 7.345000 29.903000 -11.610000
H 8.955000 28.871000 -10.155000
C 5.577000 28.147000 -15.198000
O 5.345000 26.894000 -14.790000
H 4.678000 28.785000 -15.179000
H 5.875000 28.240000 -16.215000
H 6.295000 28.660000 -14.629000
H 4.364000 26.817000 -14.812000
C 1.131000 26.935000 -10.023000
O 1.478000 28.293000 -9.833000
H 0.079000 27.029000 -10.347000
H 1.141000 26.366000 -9.034000
H 1.661000 26.603000 -10.902000
H 1.566000 28.741000 -10.666000
C 6.489000 29.912000 -7.886000
O 5.961000 29.575000 -6.599000
H 5.776000 29.841000 -8.744000
H 7.269000 29.330000 -8.141000
H 6.827000 30.983000 -7.853000
H 5.093000 29.896000 -6.446000
C 1.519000 30.597000 -12.659000
O 1.175000 29.265000 -12.411000
H 0.937000 31.077000 -13.405000
H 2.621000 30.621000 -12.849000
H 1.152000 31.104000 -11.753000
H 1.085000 28.878000 -13.282000
C 2.384000 26.218000 -13.838000
O 2.691000 26.700000 -15.127000
H 3.259000 25.883000 -13.233000
H 1.531000 25.521000 -13.839000
H 1.995000 27.062000 -13.202000
H 2.002000 27.259000 -15.439000

Cartesian forces (eV/Å) of the 2 atoms listed first:
-0.185 -0.759 0.182
-0.563 0.514 -0.192

Properties
SMILES string   NC(N)=O.CCO.CCO.CCO.CCO.CO.CO.CO.CO.CO.CO
Max |F|   7.7 eV/Å
Energy above the lowest of the compared OMol25 structures with the same formula, charge and spin   80.30 kcal per mole
Charge   0

Record 2
# C7H12

A cluster of 2 separate species, C7H12 in total (ωB97M-V/def2-TZVPD, the Open Molecules 2025 dataset).

Cartesian coordinates (Å):
C 0.769600 0.946100 2.304116
C 0.270978 1.526357 1.011185
C 0.864413 1.346144 -0.163838
C -0.513359 -1.142571 -0.948925
C -0.588919 -0.660553 -2.365282
C 0.353136 -1.657324 -1.758356
C -1.256213 -1.189683 0.326617
H 1.410470 1.672566 2.817512
H 1.364675 0.042461 2.131194
H -0.050178 0.696686 2.986296
H -0.622662 2.149098 1.065460
H 0.495341 1.816693 -1.069960
H 1.739118 0.707032 -0.265374
H -0.230099 0.337693 -2.634328
H -1.423655 -0.993171 -2.989872
H 1.152120 -2.355511 -1.948233
H -1.928099 -2.050643 0.265109
H -0.593962 -1.337407 1.184939
H -1.856674 -0.291342 0.485988

Cartesian forces (eV/Å) of the 2 atoms listed first:
0.033 -0.037 0.050
0.152 0.094 -0.176

Properties
SMILES string   CC1=CC1.C=CC
Max |F|   0.4 eV/Å
Energy above the lowest of the compared OMol25 structures with the same formula, charge and spin   74.74 kcal per mole
Charge   0

Record 3
# C16H23BN3O10Pb3

A structure of composition C16H23BN3O10Pb3 (ωB97M-V/def2-TZVPD, the Open Molecules 2025 dataset).

Cartesian coordinates (Å):
Pb 2.106940 -7.451420 9.385140
Pb 5.651270 -9.698750 9.509270
Pb 4.370980 -7.406880 12.579350
O 2.383940 -9.970950 8.123040
C 1.586750 -10.879210 8.306130
O 1.152220 -11.804380 7.521950
B 0.070650 -12.643310 8.171130
O 0.212530 -12.288940 9.620760
C 1.012020 -11.177830 9.739620
O 1.170430 -10.529010 10.765320
O 0.255700 -14.072600 7.842930
C -0.770300 -14.558850 7.254190
O -0.978650 -15.707170 6.857600
C -1.714500 -13.392660 7.120360
O -1.303810 -12.368420 7.711760
O -2.766460 -13.359590 6.438480
O 3.398140 -5.923390 10.786620
H 2.876330 -5.554550 11.525680
O 3.658700 -8.829630 10.779610
H 3.099600 -9.572110 11.080710
C -2.334270 -8.708100 12.166920
C -2.198520 -7.235740 12.631030
C -0.875360 -7.017050 13.363320
C 0.344800 -7.426160 12.580030
N 1.241880 -7.797550 11.953680
H -1.375910 -9.136930 11.874100
H -3.128470 -8.716360 11.420400
H -2.710500 -9.345360 12.967200
H -2.974990 -6.828190 13.278420
H -2.321500 -6.567360 11.778830
H -0.959360 -7.506220 14.333750
H -0.788120 -5.951360 13.574990
C 6.734440 -11.234510 15.914700
C 6.901950 -12.402240 14.987860
C 5.898700 -12.432140 13.719130
C 5.759590 -11.166220 13.067690
N 5.693810 -10.118110 12.541550
H 7.441590 -11.247740 16.744070
H 5.754110 -11.080970 16.365790
H 7.072690 -10.301470 15.464000
H 6.602570 -13.267700 15.579010
H 7.944870 -12.515470 14.691880
H 4.866070 -12.571950 14.038890
H 6.134920 -13.202410 12.984980
C 1.540540 -13.586950 12.742520
C 1.939040 -14.487070 11.534160
C 3.551290 -14.429890 11.239180
C 3.990070 -13.104650 10.721670
N 4.286640 -12.035480 10.325990
H 2.005010 -13.910090 13.674160
H 0.459950 -13.578880 12.885180
H 1.929350 -12.573840 12.639870
H 1.414490 -14.150280 10.640000
H 1.447000 -15.458830 11.493230
H 4.026870 -15.189520 10.618780
H 4.077650 -14.349710 12.190290

Cartesian forces (eV/Å) of the 2 atoms listed first:
0.095 0.351 1.537
-1.513 -1.552 1.410

Properties
Max |F|   7.1 eV/Å
2S+1   2
E   -58290.5102 eV
⟨S²⟩   0.757
Charge   +4

Record 4
# C2H4N2

The ion C2H4N2 with charge +2 (ωB97M-V/def2-TZVPD, the Open Molecules 2025 dataset).

Cartesian coordinates (Å):
C -0.838560 -0.768896 0.004686
C 0.679299 0.679799 0.003793
N -0.800268 0.515702 0.041014
N 0.945283 -0.567684 -0.010578
H -1.434167 -1.552594 -0.263093
H 1.463422 1.444407 -0.269058
H -1.689925 0.976380 -0.191767
H 1.703539 -1.153149 0.168961

Cartesian forces (eV/Å) of the 2 atoms listed first:
6.977 3.641 0.317
0.707 -0.827 -1.389

Properties
SMILES string   C1=[NH+]C=[NH+]1
Max |F|   7.9 eV/Å
Energy above the lowest of the compared OMol25 structures with the same formula, charge and spin   85.83 kcal per mole
Charge   +2

Record 5
# C8H11NO4

A structure of composition C8H11NO4 (ωB97M-V/def2-TZVPD, the Open Molecules 2025 dataset).

Cartesian coordinates (Å):
C 2.560633 0.402051 -0.962711
C 1.843543 -0.890666 -0.817279
C 1.018477 -0.091632 1.436508
C -0.994714 -1.084646 0.642878
C -2.222998 -1.262665 0.127959
C -2.874022 -0.069149 -0.047984
C -2.491441 1.380519 0.018412
C -1.052349 1.399619 0.394765
H 4.048510 1.520627 -0.035043
H 1.999732 1.318230 -0.808039
H 3.161320 0.402703 -1.928211
H 0.834750 -0.365326 -1.608943
H 2.275576 -1.915337 -1.092359
H 0.870752 -0.344032 2.466185
H 1.361177 0.851302 1.370667
H -0.128741 -2.111463 0.393624
H -2.700991 -2.243380 -0.289284
H -4.488095 -0.858895 -0.309059
H -3.110775 2.090606 -0.527509
N -0.411551 0.250434 1.180640
O 3.587030 0.572437 0.107694
O 1.432132 -1.266638 0.574267
O -4.158840 -0.076048 -0.543838
O -0.359117 2.391348 0.256649

Cartesian forces (eV/Å) of the 2 atoms listed first:
4.011 0.855 0.928
-3.260 0.146 -0.053

Properties
Max |F|   8.4 eV/Å
Energy above the lowest of the compared OMol25 structures with the same formula, charge and spin   170.03 kcal per mole
Charge   0

Record 6
# C2H3FO2

A cluster of 2 separate species, C2H3FO2 in total (ωB97M-V/def2-TZVPD, the Open Molecules 2025 dataset).

Cartesian coordinates (Å):
C 0.968533 0.167889 1.083505
C 0.040375 1.143888 1.099277
O 0.712335 1.571582 0.114066
O -0.467903 -1.477303 -1.136888
F -0.833905 1.773592 1.773542
H 0.850297 -0.601219 0.350599
H 0.036335 -1.035909 -1.739517
H -1.306068 -1.542519 -1.544584

Cartesian forces (eV/Å) of the 2 atoms listed first:
0.127 -0.601 0.827
1.877 -0.106 -1.211

Properties
SMILES string   FC1=CO1.O
Max |F|   4.0 eV/Å
Energy above the lowest of the compared OMol25 structures with the same formula, charge and spin   104.10 kcal per mole
Charge   0

Record 7
# C3H4N2O

An isolated molecule of C3H4N2O (ωB97M-V/def2-TZVPD, the Open Molecules 2025 dataset).

Cartesian coordinates (Å):
O -1.459193 1.284336 1.294059
C -0.716558 0.653525 0.540684
N -0.436601 0.656903 -0.797798
C 0.525485 -0.326782 -1.060443
C 0.835395 -0.931705 0.114174
N 0.048174 -0.303537 1.102560
H -0.875195 1.279648 -1.452042
H 0.893320 -0.492359 -2.067828
H 1.541145 -1.734870 0.279188
H -0.355972 -0.085158 2.047446

Cartesian forces (eV/Å) of the 2 atoms listed first:
-0.582 0.879 -1.080
-0.389 0.423 -0.006

Properties
SMILES string   O=c1[nH]cc[nH]1
Max |F|   2.8 eV/Å
Energy above the lowest of the compared OMol25 structures with the same formula, charge and spin   22.55 kcal per mole
Charge   0

Record 8
# C4H4N3

The ion C4H4N3 with charge +1 (ωB97M-V/def2-TZVPD, the Open Molecules 2025 dataset).

Cartesian coordinates (Å):
C 1.713822 -0.751904 0.430216
C -0.464322 -0.994986 -0.548305
C 1.569598 1.618340 -0.113206
C -1.709167 1.022770 0.185820
N 0.670855 -1.352426 0.021742
N 1.883334 0.487858 0.026202
N -1.164717 0.000477 -0.223078
H 2.536409 -1.203679 0.936566
H -0.979617 -1.560562 -1.319837
H -2.252474 0.845642 1.043283
H -1.803716 1.888474 -0.439407

Cartesian forces (eV/Å) of the 2 atoms listed first:
-1.238 -1.493 -1.308
-0.968 0.274 -0.808

Properties
Max |F|   3.5 eV/Å
Energy above the lowest of the compared OMol25 structures with the same formula, charge and spin   49.88 kcal per mole
Charge   +1